1.
71
Properties=species:S:1:pos:R:3:forces:R:3 method="wB97M-V/def2-TZVPD" homo_ha=-0.2798 max_force_ev_per_a=3.658 charge=0 relative_energy_kj_mol=33.1 lumo_energy_ev=0.00
La -0.2114 0.2709 0.7815 -0.29 0.22 0.15
C -3.4965 0.1372 -1.4589 0.38 0.66 0.65
C -3.6776 -0.3664 0.0188 0.69 0.83 -0.93
N -2.6361 -1.3007 0.5295 0.13 0.77 0.33
C -2.5089 -2.5193 -0.2849 0.13 -1.13 0.41
C -1.1504 -2.5581 -0.9813 -0.42 -1.67 1.42
C -2.8346 -1.5562 1.9839 -0.27 -1.00 -0.78
C -1.6684 -2.3372 2.6252 -0.08 1.00 0.64
N -0.4550 -1.5172 2.4961 -0.75 -0.10 -0.36
C 0.6377 -1.8296 3.2189 1.09 0.42 -0.15
C 1.6025 -0.8124 3.4198 -0.76 -0.50 -0.03
F 1.2459 0.4425 2.9720 0.23 -0.02 0.31
C 2.8244 -1.0214 4.0027 0.97 0.94 0.17
F 3.6473 0.0203 4.1812 -0.03 0.47 -0.21
C 3.2748 -2.2361 4.4277 -1.83 -2.37 0.17
C 2.2932 -3.2706 4.2920 1.86 1.66 -0.12
F 2.6050 -4.5118 4.6223 0.29 -0.68 0.35
C 1.0830 -3.0743 3.6970 -0.55 -0.19 -0.03
F 0.3601 -4.1938 3.4887 -0.52 -0.04 -0.13
H -4.2118 0.9590 -1.6240 0.06 -0.37 0.15
H -3.7158 -0.6303 -2.1847 -0.02 -0.34 -0.25
H -2.5165 0.5963 -1.7291 -0.40 -0.49 0.55
H -4.6508 -0.8436 0.0016 -0.43 -0.18 0.45
H -3.6805 0.5466 0.6515 -0.06 -0.76 -0.17
H -3.2210 -2.5071 -1.0700 -1.08 0.30 -0.73
H -2.7501 -3.5177 0.2275 0.51 1.58 -0.10
H -1.0082 -1.5785 -1.4150 0.49 -0.07 -0.24
H -1.1830 -3.3656 -1.7315 0.30 0.50 0.06
H -0.4174 -2.8719 -0.1977 0.02 0.64 -0.76
H -3.7318 -2.1583 2.0870 -0.40 -0.48 0.07
H -3.1340 -0.6277 2.4847 0.82 0.07 -0.02
H -1.5377 -3.3683 2.2034 -0.40 0.81 0.43
H -1.9652 -2.3663 3.7122 0.35 -0.56 -0.84
H 4.2443 -2.4660 4.8579 -0.22 0.37 -0.10
O -2.4736 4.2013 1.1447 0.73 -0.61 0.41
C -1.6092 3.3432 1.2193 -0.30 -0.40 -0.94
O -1.7911 2.0331 1.0673 0.29 1.18 0.35
C -0.1145 3.7346 1.3564 0.03 -2.41 -0.32
C 0.3794 4.8956 1.8880 -0.86 0.24 0.40
C 1.7432 5.0196 2.0826 0.62 -0.85 -0.55
C 2.5970 3.9756 1.7134 -1.39 0.10 -0.25
C 2.0216 2.8303 1.1552 0.44 -0.11 -0.04
N 0.7054 2.6942 0.9898 -0.09 1.51 0.70
C 2.8814 1.6104 0.7238 1.07 0.35 0.08
O 4.1197 1.6879 0.7828 -2.24 -0.21 -0.16
O 2.1449 0.6211 0.3255 0.30 0.04 0.04
H -0.3487 5.6248 2.2473 0.34 0.01 -0.30
H 2.1433 5.9175 2.4912 0.25 0.50 0.37
H 3.6513 4.0041 1.8365 0.68 0.07 0.10
C 1.3171 2.6317 -3.7365 -0.01 -0.07 -1.02
C 0.3421 2.2241 -2.6564 0.99 0.20 0.00
P 0.2760 0.4202 -2.3568 0.21 -1.15 -0.48
C 1.9750 -0.3106 -2.6521 0.31 1.81 -0.75
C 2.3046 -1.6299 -2.0213 -3.64 -0.35 -0.10
C -0.5237 -0.1357 -3.9488 -0.83 0.88 0.46
C -0.9579 -1.5718 -4.1607 -0.37 -0.34 1.78
H 1.4281 3.7099 -3.8751 -0.01 -0.03 0.40
H 0.9615 2.2774 -4.7185 0.27 -0.08 0.28
H 2.2896 2.1889 -3.5320 0.13 0.20 -0.19
H -0.6304 2.6051 -2.8734 -1.04 -0.09 -0.27
H 0.5910 2.7287 -1.7354 0.30 -0.04 0.56
H 2.6882 0.4465 -2.3289 0.09 0.04 0.38
H 2.1230 -0.3196 -3.7364 -0.13 -0.22 -0.05
H 2.0822 -1.5298 -0.9615 0.60 -0.36 0.21
H 3.2705 -1.9395 -2.2552 1.67 -0.51 -0.05
H 1.5635 -2.3767 -2.4334 0.91 0.36 0.49
H 0.1308 0.1451 -4.7647 0.21 0.32 -0.07
H -1.4221 0.5102 -3.9839 0.32 -0.18 -0.36
H -0.3056 -2.3038 -3.6683 0.00 0.16 -0.37
H -1.0499 -1.7947 -5.1879 0.14 -0.27 -1.24
H -1.9593 -1.7355 -3.7426 0.19 0.01 0.09

2.
35
Properties=species:S:1:pos:R:3:forces:R:3 method="wB97M-V/def2-TZVPD" homo_ha="-0.5646 / -0.5680" s2=6.015 multiplicity=5 max_force_ev_per_a=3.515 charge=+2 relative_energy_kj_mol=0.0 lumo_energy_ev="-8.65 / -9.69"
C 0.8980 2.5128 1.4380 -0.15 0.16 0.62
C 0.1392 1.7239 -0.7219 -0.45 -0.18 -0.55
H 0.6302 2.8280 2.4447 -0.01 0.17 -0.07
H 1.8565 2.9864 1.1424 -0.56 -0.18 0.10
H 1.0668 1.4154 1.4478 0.21 0.35 0.32
H -0.6384 1.7671 -1.5074 0.12 -0.09 0.00
H -1.5558 3.6797 -0.5754 0.04 -0.46 0.75
H 1.1056 1.9945 -1.1711 -0.03 -0.16 -0.01
C 0.7581 -1.9623 2.2376 -0.31 -0.18 -0.41
C 0.7631 -3.0633 3.0805 0.22 0.19 0.27
C 0.2403 -4.2873 2.6454 0.08 0.27 0.09
C -0.2890 -4.3817 1.3674 -0.20 1.34 -1.19
H 1.1801 -0.9844 2.4953 -0.15 -0.52 0.21
H 1.1865 -2.9400 4.0810 -0.16 -0.18 -0.37
H 0.2383 -5.1514 3.3037 0.05 0.14 -0.08
H -0.7181 -5.2797 0.9295 0.20 0.01 0.51
N 0.2080 -2.0303 0.9976 0.23 -1.29 1.50
C -0.3130 -3.2191 0.5594 0.81 -0.27 2.02
C -0.8849 -3.1246 -0.7537 -0.78 0.18 -1.77
N -0.8162 -1.8586 -1.2677 -1.75 -1.69 -2.05
C -1.3617 -1.6023 -2.4949 0.17 -0.93 0.77
C -2.0330 -3.9143 -2.7078 -0.09 -0.03 -0.18
C -1.9781 -2.6189 -3.2132 0.00 0.84 -0.46
H -1.2620 -0.5745 -2.8400 -0.20 -0.27 -0.16
H -2.4046 -2.3520 -4.1819 0.08 -0.28 0.28
C -1.4783 -4.1787 -1.4687 0.68 0.69 1.10
H -1.4669 -5.1562 -0.9884 -0.23 0.14 -0.49
H -2.5085 -4.7079 -3.2819 0.10 0.18 0.12
Os 0.2657 -0.3837 -0.3187 -1.45 3.00 1.13
C 1.9450 -0.8769 -1.0709 2.77 -0.21 -1.10
H 1.8447 -1.0046 -2.1626 -0.03 0.05 0.21
H 2.4031 -1.7815 -0.6406 -0.27 0.20 -0.03
H 2.6040 -0.0121 -0.8767 0.05 -0.26 -0.16
N -1.0914 3.6006 0.3479 0.95 -0.06 -0.09
C -0.1638 2.7395 0.3955 0.05 -0.69 -0.86

3.
11
Properties=species:S:1:pos:R:3:forces:R:3 method="wB97M-V/def2-TZVPD" homo_ha="-0.0417 / -0.0416" max_force_ev_per_a=4.564 charge=-1 relative_energy_kj_mol=495.4 lumo_energy_ev="3.63 / 3.63"
H -1.3232 2.0980 -1.6429 0.83 -1.17 0.00
C 0.3850 -1.7311 -0.4362 -1.09 0.54 -1.21
C -0.4319 -0.8910 -0.8559 1.67 -1.31 0.26
C -0.8531 0.4793 -0.6513 1.12 1.45 4.18
O -0.7712 1.2895 -1.7805 -0.57 1.39 -1.00
H 0.9217 -2.6592 -0.5689 -0.17 0.39 0.48
H -1.8705 0.5143 -0.2372 0.06 -0.15 -0.05
O 1.2134 0.3177 2.9841 0.54 -0.10 -2.93
C 1.4969 0.4270 1.7698 -0.28 -0.46 2.49
H 1.3281 -0.7493 1.0974 -0.01 0.49 0.66
H -0.0951 0.9049 0.3219 -2.10 -1.06 -2.89